# CH7N3O

CH7N3O as an isolated structure (ωB97M-V with the def2-TZVPD basis set, OMol25).

Values from the calculation:
HOMO level ... -8.806 eV
Energy above the lowest of the compared OMol25 structures with the same formula, charge and spin ... 478.2 kJ/mol
DFT total energy ... -7664.568 eV
Kohn-Sham gap ... 0.3558 Ha

Element x y z (Å)
C 0.36209 0.70415 -0.14667
N -0.72088 1.30512 -0.79140
N 1.19966 -0.03738 -0.95241
N -0.39987 -1.48624 0.88443
O 0.14927 0.15575 1.11424
H 0.83518 1.41971 0.78638
H -1.25798 0.65713 -1.35658
H -1.30679 1.84484 -0.17016
H 0.78880 -0.40178 -1.80152
H 1.60735 -0.80675 -0.41800
H -1.36800 -1.43113 1.20128
H 0.11117 -1.92340 1.65040